DFT (the ωB97M-V functional and the def2-TZVPD basis) results for a structure of composition C39H59Cl3CsN3O4PS3Se2 at a distorted geometry.

XYZ file:
```
115
Properties=species:S:1:pos:R:3:forces:R:3
Cs 0.347377 -0.800456 0.408816 0.13 -0.21 -0.04
Cl -2.971427 -8.015276 -0.040620 -1.18 -1.16 -0.21
C -1.921500 -6.689062 -0.042124 2.00 0.82 -0.57
C -2.364847 -5.439424 0.379238 -0.39 -1.25 0.67
C -1.419970 -4.489823 0.675498 0.98 -0.38 -0.84
Cl -2.009659 -3.109945 1.601780 0.60 0.05 -0.51
C -0.042425 -4.631300 0.146866 -0.69 0.94 0.20
O 0.741204 -3.654891 0.033429 -0.12 0.17 0.51
C 0.342163 -5.940765 -0.379094 -1.28 2.06 1.15
Cl 1.885912 -5.974932 -1.039929 1.26 -0.55 -0.58
C -0.560195 -6.935125 -0.427481 -2.49 -0.84 -0.27
H -3.444711 -5.313177 0.579947 0.82 0.05 0.13
H -0.401308 -7.884037 -0.935192 0.41 0.06 0.34
C 4.626246 0.471635 3.556317 1.29 -1.17 -1.48
Se 4.961770 0.056898 1.587626 -1.02 0.13 1.05
C 6.764112 0.705259 1.292480 -0.53 0.74 -1.68
C 6.772135 1.983703 0.405540 -0.58 -0.41 1.42
Se 6.060697 1.882627 -1.344065 -1.07 -0.65 -2.26
C 6.068207 -0.057869 -1.912528 -1.07 0.91 0.40
H 5.219033 -0.296636 4.052270 -0.59 0.05 0.31
H 3.570495 0.440823 3.743874 -0.36 -0.25 0.08
H 5.056152 1.414385 3.772838 0.21 1.09 0.13
H 7.194748 -0.104514 0.682505 0.48 0.28 0.81
H 7.252306 0.956296 2.222070 0.34 -0.48 0.22
H 7.767068 2.257800 0.108487 0.67 0.57 1.06
H 6.128541 2.772931 0.893169 1.13 -0.55 -0.45
H 6.977563 -0.554233 -1.607521 0.15 -0.12 0.06
H 5.988404 -0.064628 -3.035246 -0.14 0.04 1.30
H 5.168558 -0.439044 -1.361022 0.95 -0.19 -0.97
C 3.689579 6.404314 6.661407 0.24 -0.99 0.65
S 4.341011 4.904173 5.885882 0.49 0.18 -0.07
C 4.694200 5.520740 4.243573 0.21 -0.22 -0.57
H 3.763681 6.126279 7.746306 -0.24 0.86 -0.89
H 2.668631 6.500446 6.343553 -0.62 0.19 0.18
H 4.216106 7.315674 6.380285 0.32 -0.17 0.30
H 3.784894 5.830356 3.727574 0.07 -0.01 -0.04
H 5.175781 4.720470 3.681024 -0.36 -0.29 0.00
H 5.445427 6.303886 4.193328 -0.10 0.42 0.43
O -1.751603 0.190090 -1.568460 0.34 0.49 -0.49
P -2.450700 0.945184 -2.666344 -1.40 -1.66 1.18
C -1.654171 2.506250 -3.069188 -2.10 1.31 -0.72
C -2.397716 3.680318 -2.232279 1.54 -0.40 -0.05
C -1.466418 4.937038 -2.086023 -1.00 -1.00 0.61
C -0.553811 5.025321 -3.297127 1.63 1.71 0.20
C 0.366610 3.798805 -3.638960 -2.47 -0.28 0.58
C -0.164870 2.510727 -2.967473 0.97 0.56 1.08
C -2.657280 -0.092869 -4.143617 0.88 1.18 -0.83
C -3.055184 -1.484469 -3.773157 -0.25 -1.66 -0.76
C -3.078268 -2.371288 -5.097414 -1.56 0.42 0.24
C -2.045477 -2.028890 -6.185791 0.38 1.51 -0.24
C -0.797944 -1.381096 -5.542540 -1.15 0.92 0.56
C -1.277111 -0.027393 -4.879828 1.52 0.43 0.10
C -4.185508 1.233869 -2.080619 -0.65 -1.63 -1.23
C -5.255807 1.636350 -3.088474 -0.09 -1.56 -0.82
C -6.542527 2.063318 -2.354212 0.11 2.42 -2.28
C -6.927661 1.248236 -1.176209 -1.69 -3.14 0.67
C -6.211539 -0.159600 -1.089912 0.14 0.70 0.28
C -4.671522 0.052934 -1.162948 0.09 1.05 0.65
H -1.914054 2.715813 -4.150501 0.11 -0.20 0.85
H -2.722613 3.368932 -1.211425 0.33 0.07 -0.86
H -3.265279 3.898359 -2.841184 -0.39 0.31 0.15
H -0.907855 4.801884 -1.132606 -0.20 0.31 -0.65
H -2.160254 5.822509 -1.977134 1.07 -0.69 -0.13
H 0.162233 5.913491 -3.159592 -1.10 -1.04 -0.21
H -1.173879 5.298941 -4.133989 -0.24 0.00 -0.56
H 1.341875 4.110000 -3.358370 1.08 -0.45 -0.04
H 0.241865 3.539486 -4.690737 0.58 0.59 -0.27
H 0.092730 2.420572 -1.914635 0.17 0.26 0.27
H 0.278856 1.628502 -3.404273 0.20 0.06 -0.20
H -3.430589 0.317852 -4.835659 0.40 -0.08 0.56
H -4.059534 -1.527754 -3.340118 0.05 0.17 -0.20
H -2.418839 -1.943173 -2.983441 -0.02 0.42 -0.71
H -4.126449 -2.375308 -5.576769 1.40 0.18 0.82
H -2.929873 -3.384096 -4.742746 0.14 -0.35 -0.19
H -2.385035 -1.247571 -6.942325 -0.14 -1.05 0.85
H -1.841459 -2.939953 -6.730052 0.29 -0.15 -0.28
H 0.067850 -1.223587 -6.177143 -0.21 0.22 -0.55
H -0.407859 -2.017394 -4.775034 0.06 -0.49 0.76
H -1.311914 0.825389 -5.597342 -0.15 -0.80 -0.06
H -0.466139 0.370125 -4.179940 -1.09 -1.26 -0.79
H -4.067509 2.080833 -1.511019 0.12 1.83 1.81
H -5.531434 0.788314 -3.700214 0.22 -0.65 -0.33
H -4.810006 2.331413 -3.815101 -0.65 0.45 0.31
H -7.455584 2.162422 -3.019017 1.32 -0.20 0.21
H -6.224632 3.114617 -2.177395 -0.97 -0.29 0.95
H -8.048707 0.996262 -1.121569 1.43 0.68 -0.42
H -6.755224 1.747105 -0.271177 0.51 0.82 1.39
H -6.638761 -0.863736 -1.817632 0.46 0.40 -0.42
H -6.448869 -0.697192 -0.140524 0.18 0.77 -0.40
H -4.157547 -0.843222 -1.458110 0.17 -0.43 0.31
H -4.312668 0.379760 -0.155348 -0.27 -0.83 -0.60
N 2.469614 -7.078698 3.776147 -1.63 -0.30 -0.26
C 2.200793 -5.785345 4.162527 3.04 1.34 0.86
C 3.299879 -5.063839 4.810114 -1.45 -0.33 0.19
C 3.111687 -3.773492 5.323796 0.10 -0.40 -0.26
C 1.893076 -3.147276 5.063765 -0.11 0.30 0.54
C 0.885770 -3.810423 4.380739 -0.60 0.79 -0.37
C 1.023421 -5.094810 3.926275 -1.49 -2.13 -0.75
S 1.558450 -1.470913 5.616791 0.80 -0.05 -3.66
O 0.514962 -1.510080 6.613926 0.52 0.39 0.28
O 2.867012 -0.838438 5.823535 -1.17 -0.53 1.06
N 1.033165 -0.919106 4.112477 0.00 -1.18 0.95
C 0.422708 0.234783 4.006329 1.45 1.33 0.25
S 0.276309 1.320941 5.505137 0.14 -2.14 -0.43
C -0.357363 2.447392 4.489468 -1.52 2.99 -2.43
C -0.387974 2.122437 3.142855 0.97 0.20 1.41
N 0.177130 0.894382 2.840588 -0.83 -0.62 1.97
H 3.415214 -7.409267 3.743217 -0.14 -0.01 -0.16
H 1.725347 -7.551225 3.255608 0.96 0.16 0.22
H 4.229867 -5.599739 5.020126 -0.26 0.14 -0.17
H 3.889298 -3.247804 5.915974 -0.56 -0.43 -0.64
H -0.023817 -3.282693 4.085604 0.26 -0.01 0.40
H 0.144449 -5.657171 3.409835 1.62 1.25 0.80
H -0.696747 3.391426 4.914550 -0.01 -0.17 -0.32
H -0.642500 2.802930 2.322486 -0.14 -0.30 0.47
```
Forces are in eV/Å.

## Properties
- total charge = -1
- relative energy (zero: lowest compared OMol25 entry of this formula, charge and spin) (kcal/mol) = 53.5
- energy (eV) = -264662.9570
- frontier orbital gap (eV) = 5.549

Löwdin atomic charge list, values in e, 5 entries:
1 Cs 0.891
2 Cl 0.633
3 C -0.753
4 C -0.193
5 C -0.576